DFT (ωB97M-V with the def2-TZVPD basis set) results for a molecular structure, C55H129N6O7.

## Properties
LUMO energy (spin up / spin down) = -11.66 / -17.41 eV
2S+1 = 2
total energy = -82328.5281 eV
total charge = +6

Structure (XYZ):
```
197
Properties=species:S:1:pos:R:3:forces:R:3:lowdin_charge:R:1
H -5.768 -5.424 -1.305 0.082 0.904 0.047 0.09
C -2.610 5.774 1.134 -0.423 -0.862 1.067 -0.20
C -3.779 -3.171 1.922 0.360 0.174 -0.588 -0.04
C 5.853 -4.405 5.322 -1.880 1.227 0.910 -0.09
C 3.206 3.130 -0.516 -0.192 -0.868 -3.058 -0.18
C 2.173 -1.928 -1.117 -0.835 -3.078 -0.126 -0.09
H -2.457 0.036 -2.003 0.623 0.069 -0.160 0.05
H 2.384 -4.416 6.696 0.523 0.050 0.229 0.14
H -1.864 3.910 -6.617 -0.101 0.025 0.417 0.06
H -0.367 -3.500 10.161 0.399 -0.125 0.269 0.09
H 3.340 6.148 -2.197 0.184 -0.116 0.106 0.12
H 0.025 4.795 4.440 -1.014 -0.142 0.295 0.13
H -6.434 -0.181 0.929 -0.141 -0.238 -0.147 0.09
H -4.465 6.714 -0.350 0.070 -0.319 0.038 0.09
H -5.034 -4.936 1.669 0.095 0.252 0.697 0.14
C 4.850 -4.922 -0.826 0.597 0.636 -0.074 -0.05
C 4.786 -0.451 -1.779 0.237 0.210 0.336 -0.06
H -1.545 -2.993 0.639 -0.079 0.284 0.199 0.10
H -3.922 2.754 4.670 0.198 0.302 -0.241 0.09
H 4.636 4.257 -4.387 0.078 -0.115 0.029 0.08
H 5.487 -4.944 -1.710 -0.282 0.163 -0.255 0.09
H 1.473 -2.461 -0.472 0.193 0.052 0.650 0.13
H -5.640 -1.988 -5.078 1.245 0.208 0.002 0.13
H -2.772 5.155 -7.478 -0.273 -0.177 0.040 0.09
H 3.269 1.085 -5.878 -0.233 0.784 0.032 0.11
C -3.200 -0.663 -5.415 -1.711 -0.972 0.448 -0.09
C -1.834 2.750 3.694 -1.507 0.140 -0.316 -0.12
H -1.423 2.065 2.951 0.230 0.531 -0.391 0.08
C 5.365 4.479 -3.607 -0.397 1.386 -1.634 -0.04
H 3.683 2.578 1.420 -0.134 0.073 0.092 0.08
H 2.339 5.674 -0.814 -0.463 -0.792 -0.466 0.11
C -0.271 4.758 3.392 0.346 -0.356 -0.549 -0.12
O -4.149 -4.600 -0.101 -1.085 0.138 0.955 -0.20
C -6.372 -1.980 -7.096 0.333 1.079 0.252 -0.11
C 3.184 0.407 3.911 0.723 -0.622 0.923 -0.10
H 5.396 -0.226 -0.904 -0.738 0.118 0.675 0.09
C 0.273 -2.800 9.625 -1.462 0.524 -0.380 -0.09
H 3.864 0.119 -1.894 0.016 0.141 0.396 0.05
H -3.536 4.640 4.136 -0.103 0.688 0.323 0.09
O -3.756 6.421 1.624 0.097 -0.949 -0.165 -0.18
C 4.980 3.941 -2.295 0.230 -1.671 2.047 -0.18
H -2.562 6.132 3.974 0.202 -0.199 -0.137 0.12
H 3.142 -2.758 1.188 0.152 -0.117 0.140 0.10
H -4.634 -3.268 -7.407 -0.453 -0.392 0.467 0.13
C 3.990 3.326 0.690 1.244 0.891 1.001 -0.07
H 5.412 -2.589 7.582 -0.707 0.672 -0.016 0.15
H 5.519 -4.520 -0.065 -0.338 0.331 0.311 0.07
H -0.437 -2.014 9.365 0.079 0.416 0.051 0.07
C -3.432 -0.009 -3.990 0.549 -1.389 -0.617 -0.17
C 0.776 -3.447 8.348 0.403 -0.282 1.127 -0.26
C 4.469 -3.761 4.920 0.294 0.651 -0.546 -0.07
H -3.796 8.135 0.469 0.017 0.077 -0.077 0.10
C 0.423 -3.821 -3.905 -1.425 2.195 -1.045 -0.08
H 0.523 -2.977 -4.589 0.031 -0.264 -0.854 0.09
H -1.854 3.944 -8.326 -0.116 -0.071 -0.202 0.08
O 3.671 2.023 -4.000 -2.246 0.261 -0.117 -0.18
H -2.747 1.677 -6.481 0.533 -0.361 0.019 0.10
H 3.375 -1.667 3.587 -0.272 -0.374 0.287 0.07
C 3.571 0.918 -4.844 2.289 -1.191 -1.360 -0.10
N -3.305 -1.872 1.231 -1.622 0.089 0.265 -0.24
C -4.694 0.968 -6.747 -0.513 -1.260 -1.084 -0.10
C -2.514 4.096 -7.472 0.770 -0.556 -0.156 -0.09
H -6.313 -0.428 -5.503 -0.283 -0.225 0.098 0.12
H 2.768 -4.652 -0.388 -0.416 0.721 -0.153 0.13
H -7.097 -2.726 -6.772 0.462 -0.282 0.031 0.13
C -4.170 -1.310 -7.679 1.678 2.013 -1.795 -0.14
H -3.144 -1.666 -7.763 0.094 0.169 0.500 0.14
C 3.884 -2.230 0.589 -0.094 -0.778 -0.123 -0.01
C -2.539 5.072 4.224 -0.702 -0.928 -0.654 0.03
C 2.375 -3.358 6.434 0.346 0.264 -0.984 -0.12
H 1.029 -2.363 10.277 0.116 -0.313 -0.118 0.09
C -5.777 -0.819 1.520 1.648 0.474 -1.196 0.00
H -4.256 -0.601 -8.502 -0.075 0.116 -0.008 0.13
C -3.730 3.160 -7.502 -0.081 1.367 -1.121 -0.25
H 1.467 3.969 -2.375 0.035 0.068 -0.022 0.12
H -3.879 2.035 3.037 0.094 0.437 -0.135 0.07
H -0.039 -3.868 7.759 -0.187 0.296 -0.137 0.12
H -4.166 -2.904 2.905 -0.568 0.087 -0.264 0.14
C 3.859 -1.376 5.758 -0.334 -1.027 -1.056 -0.04
H 1.842 4.315 2.951 -0.242 0.245 0.199 0.09
H -5.243 -2.742 -8.875 -0.260 0.571 -0.129 0.15
H -4.255 -6.269 -1.166 -0.167 -0.114 -0.125 0.10
H 4.886 -2.556 0.865 -0.097 -0.027 -0.187 0.11
H 2.153 3.254 -0.264 -0.140 0.356 -0.579 0.10
C 2.374 2.358 -3.585 0.513 2.875 2.438 -0.18
C -2.339 -0.519 -2.933 -0.732 0.254 -2.434 -0.09
C -3.486 1.698 -7.282 1.046 -0.094 1.606 -0.20
H 6.315 4.103 -3.986 -0.006 -0.380 0.445 0.12
H 4.762 -5.971 -0.546 -0.698 0.057 -0.047 0.10
C -2.749 -0.858 2.272 2.623 -1.137 -1.148 -0.13
H -3.484 1.062 -4.190 0.367 0.143 0.738 0.10
H 2.483 0.462 3.078 -0.039 0.706 0.150 0.04
H 1.286 -4.334 8.722 0.683 -0.092 -0.467 0.12
H -0.757 -0.680 3.270 -0.543 -0.011 1.030 0.07
H -3.291 3.738 1.792 -0.168 0.454 0.139 0.13
H 6.503 -4.697 7.408 -0.060 0.753 0.228 0.14
C 3.059 -1.035 4.417 0.441 -0.169 1.699 -0.22
H -2.270 -0.424 -5.931 -0.269 0.755 0.053 0.12
H 4.012 -3.670 8.011 0.482 0.411 0.366 0.13
C -4.493 -1.102 0.551 -0.486 -0.236 1.044 -0.09
H -5.686 -3.574 0.827 0.042 0.436 0.118 0.12
H 3.769 -1.170 0.815 0.073 0.044 -0.562 0.09
N -1.758 4.240 3.206 0.760 0.216 1.288 -0.21
H 3.793 4.323 1.084 0.302 -0.106 0.392 0.09
H -1.746 6.416 1.308 0.384 -0.063 -0.307 0.13
C -4.370 7.220 0.611 -0.299 0.798 0.268 -0.06
H 2.101 -0.867 -0.880 0.756 -0.187 -0.140 0.09
H 2.576 4.668 -3.569 -0.135 -0.440 -0.343 0.13
H -2.761 5.559 0.076 0.381 0.071 -0.270 0.12
H -2.802 -3.600 2.145 -0.381 -0.866 -0.133 0.12
H -6.339 -1.683 1.874 0.319 -0.125 -0.357 0.08
C 2.404 3.817 -2.910 1.248 -1.342 0.308 -0.02
H 4.199 0.630 3.582 0.044 -0.164 -0.321 0.08
H -5.473 -6.416 0.040 0.441 0.567 1.187 0.11
H -5.142 1.432 -5.868 -0.023 0.037 -0.195 0.14
H -4.795 -1.576 -0.383 -0.062 -0.796 0.412 0.12
C 1.555 -2.187 -2.504 -0.026 -0.076 -0.578 -0.17
H 0.808 2.886 2.995 0.022 0.004 0.191 0.06
C -2.393 4.356 1.760 1.373 0.089 1.084 -0.02
H -1.413 -0.506 -3.509 0.701 0.983 0.771 0.06
N 3.536 4.017 -1.812 -2.950 1.594 1.142 -0.19
C -1.477 -1.457 3.013 -1.061 -0.601 -1.477 -0.03
H -4.375 -0.328 -3.546 -0.336 0.107 -0.546 0.10
H -1.680 -1.311 0.009 0.039 -0.149 -0.273 0.08
H -0.406 1.699 -0.962 -3.198 2.581 -4.137 0.10
H 6.679 -3.727 5.105 -0.093 0.104 0.036 0.12
H 5.011 -5.410 7.065 -0.013 -0.331 -0.390 0.12
H -0.869 -2.046 2.326 -0.107 0.240 -0.708 0.05
H -2.368 -1.594 -2.756 -0.924 -0.063 0.171 0.06
H -3.123 -1.744 -5.299 -0.242 -0.156 0.100 0.12
H -6.955 -1.302 -7.720 0.067 0.297 0.090 0.13
H 0.689 3.995 1.648 0.271 -0.071 -0.247 0.06
C 1.660 -2.528 7.514 0.386 -0.331 -0.641 -0.19
O 1.173 0.628 0.718 1.973 -1.431 2.428 0.31
H -1.174 2.666 4.557 -0.371 0.253 0.226 0.13
H 3.717 -4.505 4.657 0.164 0.050 -0.181 0.13
H 0.473 -4.763 -4.452 0.807 -0.043 0.576 0.12
H 1.550 2.375 -4.298 0.380 -0.091 -0.613 0.14
H -2.622 -2.721 -0.666 -0.420 0.344 0.147 0.10
H 2.983 0.053 -4.539 -0.208 0.127 0.869 0.07
H 5.473 -0.001 -2.495 -0.151 -0.765 -0.827 0.10
H 4.267 -2.264 -2.901 -0.439 -0.008 0.217 0.13
H 0.594 -1.674 -2.468 -0.243 0.222 0.018 0.11
H -3.256 1.228 4.413 0.504 -0.102 0.071 0.08
O -0.662 1.734 0.473 -3.580 2.072 4.732 0.19
C -4.979 -5.683 -0.599 1.001 -0.884 -1.754 -0.07
C 5.589 -4.513 6.843 -0.022 -1.963 -0.791 -0.14
N 3.829 -2.923 6.088 0.770 -0.174 -0.668 -0.17
C 0.844 3.941 2.725 -1.035 -0.162 -0.837 -0.07
H -3.057 1.265 -8.186 -0.059 -0.248 0.137 0.14
C 3.270 5.472 -1.344 0.859 -0.024 0.190 0.02
H 4.629 -3.010 4.147 -0.252 -0.518 -0.294 0.09
H 3.415 -0.916 6.641 0.102 0.225 -0.279 0.12
H -5.388 0.823 -7.575 -0.661 0.714 0.323 0.15
C -4.746 -4.061 1.086 0.657 -0.394 -0.077 -0.17
H -3.490 -0.353 2.892 -0.132 -0.812 -0.116 0.09
C 4.570 -1.944 -1.904 0.493 -1.123 0.644 -0.10
H -1.742 -2.287 3.668 0.065 0.915 1.115 0.09
H -5.543 -0.197 2.384 0.302 -0.151 0.017 0.06
H 4.624 0.640 -4.898 -0.105 -0.709 -0.386 0.11
N 3.556 -2.600 -0.836 -0.397 1.571 -1.676 -0.19
O 0.294 1.083 -1.194 2.131 -1.772 -3.939 0.24
H -4.437 3.603 -6.800 -0.454 -0.361 -0.172 0.12
C 3.483 -4.188 -1.066 2.212 -0.237 0.302 -0.08
C 0.258 1.106 0.057 2.593 -1.526 0.945 -0.90
H 3.352 2.108 -0.868 -0.133 -0.070 -0.210 0.10
H -5.367 7.493 0.957 0.156 -0.082 0.070 0.11
H 2.378 -1.942 8.088 0.067 -0.399 0.512 0.12
H 3.280 -4.385 -2.118 -0.666 0.537 0.337 0.12
H 3.047 1.090 4.749 -0.672 0.314 -0.330 0.09
C -5.713 -1.256 -5.882 -1.507 1.544 -0.555 -0.06
C -3.310 2.213 3.949 0.918 0.067 0.364 -0.05
H 5.515 -2.458 -1.727 -0.046 -0.045 0.126 0.13
O 1.329 -3.556 -2.885 2.023 0.172 2.200 -0.19
H -3.981 -0.224 0.160 -0.350 0.572 0.513 0.10
H 5.508 5.560 -3.616 -0.154 0.104 0.199 0.10
H 2.076 1.712 -2.759 -0.142 -0.484 -0.042 0.08
H -0.601 -3.696 -3.554 -0.310 -0.339 0.387 0.08
N -4.434 -0.501 -6.421 1.417 -2.036 1.894 -0.16
H -2.339 -0.130 1.572 -0.127 0.537 0.285 0.09
H -4.074 3.200 -8.535 -0.810 0.581 0.185 0.13
H -0.239 5.796 3.060 -0.283 -0.103 -0.185 0.13
H 5.202 2.876 -2.234 0.027 -0.061 -0.131 0.12
C -5.128 -2.402 -7.846 -0.267 -2.384 0.392 -0.17
H 5.060 3.181 0.540 0.025 0.157 0.029 0.10
C -2.211 -2.238 0.221 -0.635 0.205 0.457 0.01
H 2.023 -1.201 4.710 -0.204 -0.241 -0.550 0.09
H -1.644 3.765 1.232 -0.123 0.364 -0.611 0.09
H 1.049 -1.758 7.041 -0.188 0.032 -0.144 0.11
H 1.831 -3.344 5.489 -0.006 0.216 -0.111 0.12
C 4.713 -3.353 7.240 0.632 0.478 1.365 -0.11
H 4.891 -1.046 5.636 0.129 -0.367 0.304 0.14
H 2.184 -1.608 -3.179 -0.094 -0.388 -0.866 0.10
H 5.519 4.403 -1.468 0.201 0.094 -0.159 0.13
H 6.034 -5.329 4.773 -0.195 -0.063 0.320 0.13
H -2.142 4.880 5.221 0.040 0.108 -0.142 0.12
H 4.007 5.722 -0.581 0.381 0.036 -0.450 0.10
```
Forces are in eV/Å.